# 1
41
Properties=species:S:1:pos:R:3:mulliken_charge:R:1 method="wB97M-V/def2-TZVPD" e_above_lowest_kcal_mol=323.2 total_charge=0 gap_ev=8.919
C 3.52 -1.78 3.01 -1.01
C 4.53 -2.14 1.95 -0.18
H 5.46 -1.62 1.99 0.38
H 4.82 -3.24 2.12 0.20
C 4.30 -1.83 0.61 -0.78
N 3.04 -2.83 0.33 0.65
C 1.69 -2.54 0.39 0.54
N 1.09 -3.45 -0.19 -0.19
N 1.97 -4.48 -0.32 -0.77
N 3.04 -4.05 -0.04 -0.30
S 1.14 -0.98 0.36 -0.24
C -0.41 -1.02 -0.30 -1.86
H -0.59 -1.87 -0.28 1.15
C -0.65 -0.28 -1.58 1.14
O -0.02 -0.64 -2.56 -0.69
N -1.25 0.86 -1.44 -0.21
C -1.79 1.74 -0.28 0.61
C -1.03 1.79 0.82 -0.47
C -1.59 2.59 1.66 -0.22
C -2.86 2.99 1.73 -0.74
C -3.41 3.02 0.51 -0.86
C -3.03 2.08 -0.55 0.56
C -3.85 2.18 -1.91 -0.60
C -3.24 1.20 -2.86 -0.65
C -1.52 1.56 -3.09 -1.08
H -1.22 0.94 -3.64 0.82
H -1.31 2.63 -2.76 0.28
H -3.55 1.63 -4.06 0.27
H -3.45 0.23 -2.64 0.43
H -4.88 1.94 -1.57 0.42
H -3.84 3.28 -2.33 0.29
H -4.37 3.53 0.42 0.35
H -3.25 3.63 2.51 0.37
H -0.90 2.70 2.81 0.09
H 0.02 1.44 0.86 0.32
H -1.33 -0.70 0.38 0.34
H 4.03 -0.85 0.27 0.37
H 4.80 -2.50 -0.06 0.34
H 3.99 -1.92 3.97 0.40
H 2.69 -2.52 2.86 0.30
H 3.22 -0.72 2.94 0.24


# 2
50
Properties=species:S:1:pos:R:3:mulliken_charge:R:1 method="wB97M-V/def2-TZVPD" total_charge=-1 gap_ev=6.901
Zn -0.66 -1.09 0.79 2.15
O -2.97 0.34 -2.47 -0.42
C -2.22 -0.53 -1.90 0.65
O -1.69 -0.27 -0.77 -1.00
O -2.07 -1.62 -2.43 -0.85
H -3.34 -0.10 -3.24 0.29
O -3.72 -1.33 3.18 -0.53
C -2.66 -1.13 2.37 0.74
O -2.28 -1.99 1.60 -0.77
O -1.98 -0.12 2.37 -0.69
H -4.20 -2.04 2.74 0.32
O 2.84 0.74 1.87 -0.56
C 1.64 1.14 1.51 0.50
O 0.84 0.25 1.11 -0.80
O 1.32 2.38 1.48 -0.68
H 2.78 -0.20 1.68 0.31
C -0.16 2.34 -3.01 -1.60
C 0.30 2.70 -1.64 0.95
C 0.76 4.18 -1.50 -1.09
O 0.74 4.69 -0.20 -0.15
C 1.35 5.95 -0.16 -0.86
N -0.84 2.51 -0.67 -0.38
H 0.70 2.56 -3.64 0.43
H -0.92 3.06 -3.31 0.37
H -0.46 1.32 -3.24 0.28
H 1.10 2.01 -1.37 0.24
H 0.06 4.81 -2.06 0.33
H 1.75 4.25 -1.95 0.33
H 2.41 5.87 -0.43 0.34
H 1.30 6.14 0.91 0.26
H 0.94 6.68 -0.86 0.29
H -1.03 1.52 -0.59 -0.03
H -1.67 2.79 -1.17 0.31
C 0.60 -4.91 -0.80 -1.46
C 0.14 -3.84 0.19 0.11
C 1.08 -3.60 1.49 -0.64
O 0.46 -2.37 2.09 0.00
C 1.10 -2.08 3.38 -0.93
N 0.12 -2.55 -0.54 -0.37
H 0.22 -5.86 -0.43 0.41
H 1.68 -4.91 -0.93 0.34
H 0.16 -4.74 -1.79 0.38
H -0.92 -3.92 0.45 0.38
H 2.08 -3.50 1.07 0.42
H 1.07 -4.51 2.08 0.32
H 2.16 -2.33 3.32 0.38
H 0.67 -2.68 4.18 0.25
H 0.83 -1.04 3.57 0.24
H 1.03 -2.39 -0.95 0.25
H -0.46 -2.56 -1.37 0.25


# 3
18
Properties=species:S:1:pos:R:3:mulliken_charge:R:1 method="wB97M-V/def2-TZVPD" e_above_lowest_kcal_mol=151.9 total_charge=0 gap_ev=8.694
C 1.63 -0.83 -0.46 -0.73
C 0.07 -0.59 -0.42 0.55
C -1.86 0.66 0.34 -0.70
C -0.47 0.84 -0.54 0.12
H 3.21 0.35 0.55 0.32
H 2.43 -1.03 1.46 0.32
H 2.28 -0.38 -1.23 0.32
H 2.05 -1.91 -0.50 0.40
H -2.66 -0.93 1.07 0.30
H -2.59 1.35 0.00 0.35
H -1.37 0.73 1.33 0.37
H -0.68 1.21 -1.63 0.24
H 0.26 2.60 0.77 0.25
H 1.47 1.06 0.40 0.48
N 2.13 -0.12 0.72 -0.76
N -0.79 -1.43 -0.08 -0.59
N -2.08 -0.74 0.15 -0.38
N 0.64 1.78 -0.19 -0.86


# 4
35
Properties=species:S:1:pos:R:3:mulliken_spin:R:1 method="wB97M-V/def2-TZVPD" e_above_lowest_kcal_mol=2.6 s2=0.7533 total_charge=+1 multiplicity=2 gap_ev="6.011 / 7.906"
Y -0.06 0.63 -0.07 0.07
N 1.62 -0.97 0.91 0.00
C 3.01 -0.74 0.45 -0.01
C 3.30 0.76 0.48 0.01
N 2.32 1.53 -0.32 -0.01
C 2.68 1.73 -1.74 0.01
C 1.98 0.75 -2.67 0.00
N 0.51 0.86 -2.51 0.01
H 1.36 -1.94 0.76 0.00
H 1.55 -0.83 1.91 0.00
H 3.74 -1.25 1.08 0.00
H 3.11 -1.13 -0.56 0.00
H 3.24 1.11 1.51 0.00
H 4.32 0.94 0.14 0.00
H 2.23 2.44 0.11 0.00
H 2.39 2.74 -2.02 0.00
H 3.76 1.65 -1.89 0.00
H 2.29 0.94 -3.69 0.00
H 2.26 -0.28 -2.43 0.00
H 0.21 1.80 -2.78 0.00
H 0.04 0.24 -3.16 0.00
Cl -6.44 -2.99 1.10 0.00
C -4.92 -2.17 1.20 0.00
C -4.14 -2.04 0.06 0.00
C -2.93 -1.38 0.19 -0.01
Cl -1.91 -1.17 -1.23 0.01
C -2.44 -0.84 1.37 0.01
O -1.27 -0.23 1.43 0.02
C -3.27 -1.01 2.49 0.00
Cl -2.73 -0.37 4.00 0.00
C -4.49 -1.65 2.41 0.00
H -4.47 -2.44 -0.89 0.00
H -5.10 -1.76 3.29 0.00
S -1.08 4.24 0.77 0.32
C -0.64 2.84 0.26 0.56


# 5
16
Properties=species:S:1:pos:R:3:mulliken_charge:R:1 method="wB97M-V/def2-TZVPD" e_above_lowest_kcal_mol=9.0 smiles="CC[C@@H](C)C=O" total_charge=0 gap_ev=10.746
C 2.02 -0.12 -0.16 -1.17
C 0.69 -0.53 0.47 -0.61
C -0.56 -0.07 -0.32 0.79
C -1.83 -0.47 0.44 -1.61
C -0.56 1.41 -0.63 -0.22
O -0.05 1.88 -1.63 -0.48
H 2.17 0.96 -0.14 0.30
H 2.85 -0.58 0.39 0.38
H 2.09 -0.45 -1.20 0.29
H 0.63 -1.62 0.54 0.31
H 0.63 -0.16 1.50 0.32
H -0.53 -0.56 -1.30 0.21
H -1.77 -0.20 1.50 0.36
H -2.73 0.00 0.03 0.41
H -1.98 -1.56 0.40 0.39
H -1.06 2.07 0.11 0.34


# 6
63
Properties=species:S:1:pos:R:3:mulliken_charge:R:1 method="wB97M-V/def2-TZVPD" total_charge=-1 gap_ev=6.691
C 3.00 1.27 0.72 -0.55
C 3.06 2.30 -0.42 -0.52
C 3.39 1.73 -1.79 -0.83
C 2.45 0.66 -2.33 -0.06
O 2.49 -0.54 -1.62 -0.71
In 0.63 -1.25 -0.99 1.44
C 0.49 -1.51 1.21 -1.30
C -1.11 -0.10 -1.78 -1.46
C -1.57 1.03 -0.88 0.73
C -2.70 0.65 0.05 -1.31
O -0.50 1.65 -0.16 -0.55
N 0.47 -3.28 -1.89 -0.64
C 0.32 -4.13 -1.08 0.26
S 0.21 -5.26 0.08 -0.45
H 2.00 0.87 0.81 -0.20
H 3.23 1.72 1.68 0.38
H 3.65 0.43 0.51 0.27
H 2.16 2.91 -0.42 0.33
H 3.86 2.99 -0.17 0.32
H 3.32 2.57 -2.50 0.32
H 4.42 1.38 -1.86 0.30
H 2.80 0.45 -3.36 0.25
H 1.44 1.07 -2.46 0.10
H 1.32 -2.12 1.56 0.32
H -0.43 -2.05 1.44 0.38
H 0.43 -0.56 1.73 0.17
H -0.81 0.33 -2.74 0.40
H -1.91 -0.82 -1.97 0.44
H -1.97 1.82 -1.53 0.20
H -2.43 -0.17 0.72 0.20
H -3.00 1.51 0.63 0.31
H -3.54 0.38 -0.57 0.39
H 0.14 1.89 -0.84 0.19
C 3.54 -2.96 -4.06 -0.66
S 4.37 -4.47 -4.52 0.49
O 5.52 -4.10 -5.41 -0.66
C 3.06 -5.09 -5.58 -0.91
H 4.19 -2.38 -3.41 0.29
H 3.30 -2.38 -4.95 0.35
H 2.62 -3.20 -3.51 0.18
H 2.86 -4.36 -6.37 0.29
H 2.16 -5.26 -4.99 0.33
H 3.39 -6.03 -6.02 0.32
C 2.27 0.82 5.52 -1.03
S 0.61 0.65 4.85 0.39
O 0.73 0.74 3.38 -0.46
C 0.02 2.25 5.43 -1.03
H 2.83 -0.07 5.24 0.31
H 2.75 1.71 5.12 0.30
H 2.21 0.88 6.61 0.40
H 0.64 3.05 5.03 0.30
H 0.03 2.27 6.52 0.40
H -1.01 2.38 5.08 0.31
C -8.09 1.26 0.81 -0.98
S -6.63 2.30 0.88 0.40
O -5.48 1.49 0.41 -0.49
C -6.53 2.37 2.68 -0.95
H -8.31 1.06 -0.24 0.31
H -7.90 0.32 1.34 0.30
H -8.94 1.79 1.26 0.38
H -6.45 1.35 3.08 0.30
H -7.43 2.86 3.07 0.37
H -5.65 2.94 2.95 0.31


Short version: calculated total energy = -36183.4344; -85736.3447; -10264.2641; -67609.9381; -7394.3771; -76396.2641 eV, in the order given.